{"formula": "C37H38BrO23P3S", "method": "wB97M-V/def2-TZVPD", "elements": ["C", "C", "C", "C", "C", "P", "Br", "C", "C", "O", "O", "P", "O", "P", "S", "H", "H", "H", "H", "H", "H", "H", "H", "H", "H", "H", "H", "H", "H", "H", "H", "H", "H", "C", "C", "C", "O", "C", "C", "C", "O", "O", "O", "H", "H", "H", "H", "C", "C", "C", "O", "C", "C", "C", "O", "O", "O", "H", "H", "H", "H", "C", "C", "C", "O", "C", "C", "C", "O", "O", "O", "H", "H", "H", "H", "C", "C", "C", "O", "C", "C", "C", "O", "O", "O", "H", "H", "H", "H", "C", "C", "C", "O", "C", "C", "C", "O", "O", "O", "H", "H", "H", "H"], "coordinates": [[2.6998, 1.5969, 2.0141], [1.5621, 1.6050, 0.8545], [1.9774, 2.8049, -0.1512], [0.2006, 2.0250, 1.5832], [-1.0978, 1.2365, 1.0599], [-2.6489, 2.3104, 0.9870], [-1.9068, 3.1131, -1.0548], [-2.8123, 4.1148, 1.5408], [-2.3397, 4.4222, 3.0208], [-1.4119, 3.8801, 3.6285], [-3.0321, 5.4774, 3.7100], [-4.4129, 1.4555, -0.1107], [-4.3912, 1.9418, -1.5851], [-3.5011, 1.4891, 2.8459], [-3.8753, -0.4518, 2.6937], [2.2350, 1.1737, 2.9689], [2.9178, 2.6946, 2.2352], [3.6187, 1.0008, 1.7246], [1.4661, 0.6034, 0.3296], [1.5647, 3.8119, 0.1804], [3.1168, 2.9054, -0.1313], [1.6431, 2.6218, -1.2225], [-0.0093, 3.1455, 1.4470], [0.2302, 1.8765, 2.7208], [-0.8670, 0.9341, -0.0225], [-1.2644, 0.2433, 1.6131], [-2.2405, 4.8224, 0.8419], [-3.9091, 4.4248, 1.4642], [-2.3843, 6.2321, 3.6378], [-5.6570, 1.8276, 0.5016], [-4.2416, 0.0266, -0.1671], [-2.6720, 1.6326, 4.0061], [-4.8030, 2.1024, 3.0103], [2.3026, -1.9704, -3.5153], [1.4096, -1.0656, -3.1095], [0.3933, -1.3897, -2.0688], [-0.3940, -0.5309, -1.7102], [0.3825, -2.7470, -1.5183], [1.2726, -3.6528, -1.9258], [2.3065, -3.3209, -2.9467], [3.1155, -4.1705, -3.2812], [1.2717, -4.9160, -1.4252], [1.3899, 0.1907, -3.6274], [3.0459, -1.7478, -4.2670], [-0.3714, -2.9748, -0.7769], [2.0075, -5.3736, -1.8751], [0.6571, 0.6485, -3.1715], [-2.9838, -7.0012, -5.3838], [-2.8461, -5.8763, -4.6786], [-1.5021, -5.3680, -4.2795], [-1.4149, -4.3272, -3.6520], [-0.3274, -6.1570, -4.6614], [-0.4655, -7.2837, -5.3637], [-1.8076, -7.7773, -5.7861], [-1.8921, -8.8003, -6.4418], [0.6113, -8.0275, -5.7233], [-3.9248, -5.1465, -4.2956], [-3.9526, -7.3794, -5.6813], [0.6408, -5.7870, -4.3510], [0.2485, -8.7852, -6.2211], [-3.5620, -4.3854, -3.8032], [8.4662, -0.9553, -2.1042], [7.2503, -0.6610, -2.5694], [6.3296, -1.7236, -3.0663], [5.2197, -1.4188, -3.4661], [6.8078, -3.1084, -3.0563], [8.0252, -3.4025, -2.5941], [8.9358, -2.3435, -2.0719], [10.0324, -2.6526, -1.6415], [8.4852, -4.6795, -2.5799], [6.7998, 0.6196, -2.6089], [9.1428, -0.1945, -1.7389], [6.1362, -3.8673, -3.4358], [9.3834, -4.6273, -2.2005], [5.8992, 0.5666, -2.9825], [-2.0200, -4.0140, 6.7709], [-2.5220, -3.1714, 5.8648], [-3.9911, -2.9612, 5.7288], [-4.4055, -2.1702, 4.9031], [-4.8808, -3.7303, 6.6044], [-4.3792, -4.5751, 7.5079], [-2.9082, -4.7650, 7.6625], [-2.4874, -5.5317, 8.5112], [-5.1883, -5.2976, 8.3255], [-1.7154, -2.4685, 5.0281], [-0.9560, -4.1740, 6.8813], [-5.9453, -3.5816, 6.4835], [-4.5867, -5.8271, 8.8832], [-2.3184, -1.9319, 4.4717], [-0.2626, 10.2035, 0.0697], [-0.3674, 9.4766, 1.1840], [-1.3917, 8.4011, 1.3173], [-1.4446, 7.7445, 2.3451], [-2.3060, 8.1789, 0.1955], [-2.2040, 8.9082, -0.9186], [-1.1620, 9.9654, -1.0630], [-1.0878, 10.5975, -2.1002], [-3.0436, 8.7171, -1.9646], [0.4563, 9.6858, 2.2435], [0.4773, 10.9848, -0.0406], [-3.0557, 7.4078, 0.3121], [-2.7646, 9.3621, -2.6430], [0.1818, 9.0371, 2.9188]], "atomic_forces_ev_per_a": [[-1.248, -0.038, -0.062], [0.353, 1.621, 0.987], [0.456, -0.554, -0.213], [-1.123, 0.253, 0.578], [1.290, -1.131, -0.626], [1.411, 0.543, 0.042], [0.721, 0.710, -1.064], [-0.276, 1.324, 1.040], [1.391, -0.019, 2.004], [-2.448, 0.964, -2.299], [1.504, -0.570, -2.082], [-0.587, -0.138, -5.303], [-0.598, -0.840, 3.415], [-0.837, -1.693, 1.445], [0.157, 0.488, -0.534], [0.869, 0.326, -1.275], [0.080, -1.511, -0.274], [-1.013, 0.937, 0.331], [0.136, 1.237, 0.637], [0.394, -1.392, -0.292], [-1.503, -0.200, -0.262], [0.366, 0.245, 1.336], [0.577, -1.600, 0.101], [0.199, 0.161, -1.660], [-0.745, 0.521, 1.525], [0.000, 1.642, -0.474], [-0.708, -1.168, 1.088], [1.322, -0.552, 0.049], [-0.877, -0.620, 0.281], [0.764, -0.384, 0.428], [-0.224, 0.856, 0.775], [-0.578, 0.682, -0.403], [0.991, 0.310, 0.322], [0.048, -0.369, -0.086], [0.398, 0.841, -0.740], [-0.362, -0.453, 0.443], [0.218, 0.132, -0.213], [-0.074, 0.405, 0.078], [-0.472, -0.807, 0.792], [0.408, 0.423, -0.531], [-0.286, -0.173, 0.249], [0.430, 0.813, -0.759], [-0.409, -0.839, 0.774], [-0.039, -0.016, 0.077], [0.003, -0.012, -0.040], [-0.051, 0.005, 0.101], [0.048, 0.029, -0.097], [0.174, -0.298, -0.176], [-1.271, 0.226, 0.071], [0.759, 0.046, 0.110], [-0.343, -0.104, -0.114], [-0.190, 0.344, 0.191], [1.295, -0.241, -0.030], [-0.795, -0.128, -0.132], [0.378, 0.126, 0.126], [-1.222, 0.240, 0.037], [1.235, -0.222, -0.060], [0.030, 0.022, 0.005], [-0.001, -0.017, -0.038], [0.090, 0.042, 0.023], [-0.106, -0.025, -0.040], [0.253, -0.252, 0.081], [0.132, 1.257, 0.202], [-0.227, -0.745, -0.197], [0.329, 0.381, 0.112], [-0.312, 0.251, -0.095], [-0.130, -1.239, -0.227], [0.364, 0.641, 0.223], [-0.244, -0.279, -0.151], [0.115, 1.218, 0.222], [-0.139, -1.207, -0.180], [-0.028, -0.022, -0.008], [-0.017, 0.024, 0.024], [-0.071, -0.072, -0.031], [0.064, 0.078, 0.041], [-0.081, -0.280, 0.323], [1.261, 0.387, -0.522], [-0.794, -0.032, 0.059], [0.217, -0.395, 0.376], [0.071, 0.211, -0.215], [-1.140, -0.321, 0.386], [0.802, 0.034, -0.092], [-0.407, 0.023, -0.026], [1.082, 0.322, -0.382], [-1.199, -0.355, 0.505], [-0.034, 0.012, -0.001], [0.029, -0.002, 0.009], [-0.093, 0.030, -0.018], [0.099, 0.067, -0.094], [-0.125, 0.052, -0.319], [0.951, 0.589, 0.622], [-0.682, -0.386, -0.420], [0.292, 0.112, 0.203], [0.212, -0.150, 0.555], [-1.095, -0.615, -0.745], [0.625, 0.577, 0.046], [-0.303, -0.303, 0.076], [1.032, 0.589, 0.689], [-0.941, -0.607, -0.567], [-0.016, -0.036, 0.011], [-0.002, 0.030, -0.034], [-0.076, -0.089, -0.017], [0.115, 0.099, -0.003]], "e_tot_ev": -194816.67179, "e_homo_ev": -8.34, "smiles": "CC(C)CCP(Br)(CC(=O)O)([PH2]=O)[PH2]=S.O=C1C=C(O)C(=O)C=C1O.O=C1C=C(O)C(=O)C=C1O.O=C1C=C(O)C(=O)C=C1O.O=C1C=C(O)C(=O)C=C1O.O=C1C=C(O)C(=O)C=C1O"}